Record 1
Here is C22H8ClF5IN2O5RuSe as an isolated structure from OMol25. Energies are from the ωB97M-V functional and the def2-TZVPD basis.

```
46
Properties=species:S:1:pos:R:3
Ru 0.114 -0.134 -0.495
O -2.904 -1.394 -3.382
C -2.112 -1.077 -2.380
O -1.668 0.040 -2.188
C -1.778 -2.233 -1.495
C -2.356 -3.491 -1.488
C -1.873 -4.428 -0.576
C -0.819 -4.112 0.272
C -0.289 -2.834 0.190
N -0.794 -1.942 -0.655
C 0.910 -2.298 0.958
O 1.440 -2.836 1.871
O 1.355 -1.095 0.456
H -3.077 -0.595 -3.905
H -3.154 -3.728 -2.176
H -2.317 -5.412 -0.539
H -0.403 -4.816 0.978
Cl 4.328 4.259 -3.585
C 3.317 2.936 -3.178
C 3.093 1.946 -4.101
C 2.269 0.843 -3.808
I 1.959 -0.618 -5.224
C 1.701 0.737 -2.554
O 0.976 -0.295 -2.159
C 1.905 1.777 -1.613
N 1.240 1.620 -0.431
C 1.386 2.535 0.514
C 2.197 3.663 0.326
C 2.854 3.846 -0.867
C 2.715 2.887 -1.887
H 3.559 2.020 -5.073
H 0.838 2.373 1.428
H 2.283 4.384 1.124
H 3.472 4.718 -1.033
F -1.609 -0.191 6.620
C -1.644 0.013 5.317
C -0.470 0.077 4.587
F 0.701 -0.063 5.190
C -0.532 0.291 3.220
F 0.627 0.343 2.545
C -1.723 0.436 2.538
Se -1.913 0.747 0.655
C -2.885 0.361 3.292
F -4.071 0.492 2.698
C -2.860 0.158 4.663
F -3.990 0.091 5.347
```

HOMO-LUMO gap (spin up / spin down) = 5.6 / 5.3 eV
energy relative to the best compared isomer or geometry (same formula, charge and spin) = 41.3 kJ/mol
net charge = +1
E_LUMO (spin up / spin down) = -0.205 / -0.213 hartree

Record 2
Here is a 2-piece molecular cluster, C2H2F2N2S overall from OMol25. Energies are from the ωB97M-V functional and the def2-TZVPD basis.

```
9
Properties=species:S:1:pos:R:3
C -1.260 -0.250 0.490
C -1.192 -0.476 -0.687
N 1.779 0.089 -0.079
N 2.250 1.127 -0.651
F -1.015 -0.575 -1.968
F 3.582 0.992 -0.829
S 2.599 -1.275 0.289
H -1.275 -0.159 1.458
H 0.750 0.096 -0.161
```

HOMO-LUMO gap (spin up / spin down) = 8.6 / 8.6 eV
SMILES = F/N=[NH+]\[S-].C#CF
energy relative to the best compared isomer or geometry (same formula, charge and spin) = 242.6 kJ/mol
net charge = 0
E_LUMO (spin up / spin down) = -0.019 / -0.019 hartree

Record 3
Here is C26H50F3GeN2NaO4Se2 as an isolated structure from OMol25. Energies are from the ωB97M-V functional and the def2-TZVPD basis.

```
89
Properties=species:S:1:pos:R:3
Na 0.382 -0.012 0.219
C 0.119 -5.190 0.571
C -0.808 -3.980 0.718
C -0.836 -3.540 2.187
C -2.200 -4.368 0.215
O -0.363 -2.884 -0.068
Ge 1.290 -2.622 -0.767
O 1.903 -1.434 0.535
C 3.219 -1.367 1.079
C 4.105 -2.490 0.536
C 3.845 -0.026 0.682
C 3.107 -1.490 2.599
O 0.809 -1.236 -1.872
C 0.419 -1.387 -3.240
C 0.902 -2.730 -3.796
C 1.073 -0.264 -4.050
C -1.105 -1.320 -3.333
H -0.274 -6.041 1.126
H 1.118 -4.955 0.954
H 0.203 -5.465 -0.484
H -1.489 -4.180 2.781
H -1.184 -2.510 2.254
H 0.169 -3.571 2.612
H -2.622 -5.162 0.831
H -2.135 -4.721 -0.816
H -2.867 -3.505 0.229
H 4.212 -2.393 -0.548
H 3.665 -3.466 0.762
H 5.095 -2.445 0.987
H 3.842 0.057 -0.407
H 4.871 0.038 1.043
H 3.272 0.803 1.093
H 2.823 -2.506 2.877
H 2.340 -0.806 2.967
H 4.057 -1.253 3.078
H 1.990 -2.801 -3.716
H 0.621 -2.830 -4.842
H 0.446 -3.553 -3.236
H 2.131 -0.198 -3.787
H 0.599 0.691 -3.838
H 0.989 -0.459 -5.118
H -1.545 -2.144 -2.768
H -1.421 -1.390 -4.374
H -1.473 -0.385 -2.910
C -5.591 -0.821 -0.235
Se -3.736 -0.491 0.307
C -3.911 -1.229 2.128
C -3.270 -0.370 3.216
Se -1.508 0.425 2.779
C -2.009 2.250 3.210
H -5.714 -0.461 -1.254
H -6.259 -0.282 0.431
H -5.799 -1.888 -0.202
H -3.467 -2.219 2.114
H -4.979 -1.338 2.311
H -3.127 -0.974 4.111
H -3.911 0.473 3.468
H -2.293 2.303 4.257
H -2.834 2.564 2.573
H -1.145 2.882 3.023
F -1.829 6.138 -3.842
C -1.194 5.038 -4.280
F 0.067 5.384 -4.576
F -1.792 4.658 -5.420
C -1.252 3.940 -3.250
C -2.478 3.596 -2.700
C -2.504 2.577 -1.761
N -1.418 1.918 -1.369
C -0.256 2.261 -1.906
C -0.112 3.266 -2.851
H -3.379 4.116 -2.995
H -3.437 2.278 -1.295
H 0.600 1.690 -1.568
H 0.855 3.515 -3.266
C 2.195 3.955 0.196
N 2.288 3.557 1.590
C 3.271 4.308 2.355
C 1.598 2.505 2.057
C 1.747 2.169 3.523
O 0.849 1.830 1.335
H 1.896 5.002 0.130
H 1.455 3.342 -0.302
H 3.163 3.836 -0.297
H 3.167 5.368 2.125
H 4.283 4.000 2.077
H 3.149 4.180 3.424
H 2.777 1.908 3.767
H 1.106 1.320 3.747
H 1.448 3.012 4.146
```

HOMO-LUMO gap (spin up / spin down) = 8.5 / 5.2 eV
spin multiplicity = 2
<S²> = 0.755
net charge = +1
E_LUMO (spin up / spin down) = -0.067 / -0.188 hartree

Record 4
Here is a 9-piece molecular cluster, C30H52Cl16FN3O6 overall from OMol25. Energies are from the ωB97M-V functional and the def2-TZVPD basis.

```
108
Properties=species:S:1:pos:R:3
C 4.502 -5.268 -0.901
C 3.702 -4.025 -1.677
O 3.743 -4.016 -3.011
O 3.070 -3.027 -0.803
C 1.759 -2.585 -1.300
O 0.942 -3.251 -2.118
C 1.214 -1.113 -0.726
C 1.621 0.108 -1.741
C 3.245 -0.079 -2.092
N 4.481 -0.427 -2.386
C 1.463 1.616 -1.113
C 1.882 1.757 0.467
N 2.289 3.209 0.776
C 0.841 0.100 -3.183
F 0.892 1.492 -3.766
C 1.619 -0.857 -4.295
N 2.164 -1.600 -5.215
C -0.725 -0.383 -3.126
O -1.528 0.248 -2.054
C -2.941 -0.127 -2.391
O -3.807 -0.208 -1.204
C -4.106 -1.595 -0.818
C -5.739 -1.811 -0.530
O -6.524 -0.672 -1.112
H 5.646 -4.968 -0.825
H 4.102 -5.303 0.221
H 4.374 -6.301 -1.449
H 0.039 -1.223 -0.575
H 1.663 -1.023 0.360
H 0.366 2.057 -1.273
H 2.177 2.361 -1.714
H 0.920 1.495 1.102
H 2.770 1.040 0.790
H 1.434 3.824 0.649
H 2.619 3.280 1.784
H -1.220 -0.017 -4.149
H -0.864 -1.552 -2.997
H -3.351 0.791 -3.034
H -2.990 -1.057 -3.105
H -3.544 -1.859 0.195
H -3.824 -2.407 -1.611
H -6.156 -2.792 -1.059
H -5.974 -1.886 0.630
H -6.516 0.107 -0.481
Cl 0.326 -7.445 -4.732
C 1.744 -6.379 -4.894
C 2.870 -7.035 -5.677
Cl 3.613 -8.384 -4.784
H 2.067 -6.089 -3.889
H 1.405 -5.478 -5.414
H 3.663 -6.306 -5.869
H 2.520 -7.418 -6.641
Cl -6.255 1.940 0.396
C -5.347 2.686 1.735
C -3.854 2.412 1.639
Cl -3.465 0.699 1.936
H -5.765 2.317 2.676
H -5.531 3.763 1.680
H -3.320 2.994 2.397
H -3.456 2.686 0.657
Cl 3.926 3.049 3.605
C 5.344 4.115 3.443
C 6.470 3.459 2.660
Cl 7.213 2.110 3.553
H 5.667 4.405 4.448
H 5.005 5.016 2.923
H 7.263 4.188 2.468
H 6.120 3.076 1.696
Cl -6.876 1.667 4.279
C -8.566 2.169 4.530
C -9.292 2.418 3.216
Cl -8.676 3.859 2.371
H -8.566 3.060 5.165
H -9.058 1.360 5.079
H -10.355 2.592 3.406
H -9.203 1.563 2.539
Cl -8.176 3.550 8.515
C -7.355 5.099 8.203
C -8.251 6.087 7.473
Cl -8.582 5.584 5.797
H -6.440 4.891 7.639
H -7.068 5.506 9.177
H -7.760 7.064 7.420
H -9.209 6.216 7.985
Cl 8.925 1.642 -4.075
C 7.190 1.268 -4.227
C 6.345 2.521 -4.398
Cl 6.306 3.512 -2.918
H 6.887 0.694 -3.346
H 7.082 0.625 -5.106
H 5.310 2.244 -4.621
H 6.714 3.147 -5.216
Cl 8.490 -1.868 4.486
C 9.274 -0.503 5.320
C 9.430 -0.754 6.812
Cl 7.863 -0.759 7.659
H 8.687 0.398 5.121
H 10.259 -0.376 4.860
H 10.031 0.042 7.262
H 9.926 -1.709 7.010
Cl -1.575 -3.970 -5.158
C -3.310 -4.344 -5.311
C -4.155 -3.091 -5.481
Cl -4.194 -2.100 -4.001
H -3.613 -4.918 -4.430
H -3.418 -4.987 -6.189
H -5.190 -3.368 -5.704
H -3.786 -2.464 -6.299
```

HOMO-LUMO gap = 9.4 eV
SMILES = CC(=O)OC(=O)C[C@](C#N)(CCN)[C@@](F)(C#N)COCOCCO.ClCCCl.ClCCCl.ClCCCl.ClCCCl.ClCCCl.ClCCCl.ClCCCl.ClCCCl
net charge = 0
E_LUMO = -0.003 hartree

Record 5
Here is a 2-piece molecular cluster, C6H12S overall from OMol25. Energies are from the ωB97M-V functional and the def2-TZVPD basis.

```
19
Properties=species:S:1:pos:R:3
C -3.448 -0.734 0.175
C -2.141 -0.302 -0.507
C 1.074 0.719 1.309
C 0.333 1.203 -0.994
C 1.760 -0.851 -0.782
C 1.121 0.322 -0.097
S -2.539 0.596 0.954
H -4.436 -0.302 -0.225
H -3.368 -1.735 0.676
H -1.379 -0.934 -0.052
H 1.529 -0.040 1.969
H -0.041 0.806 1.607
H 1.512 1.686 1.675
H 0.614 2.211 -0.945
H 0.510 0.782 -2.064
H -0.709 1.115 -0.723
H 1.807 -0.577 -1.862
H 1.039 -1.724 -0.774
H 2.694 -1.164 -0.375
```

HOMO-LUMO gap (spin up / spin down) = 9.6 / 5.6 eV
energy relative to the best compared isomer or geometry (same formula, charge and spin) = 535.0 kJ/mol
net charge = 0
E_LUMO (spin up / spin down) = 0.032 / -0.043 hartree

Record 6
Here is C11H32AsAuBr2O3SSi3 as an isolated structure from OMol25. Energies are from the ωB97M-V functional and the def2-TZVPD basis.

```
54
Properties=species:S:1:pos:R:3
Au 1.266 -1.388 0.017
Br 3.055 -3.229 -0.001
C 2.249 -4.304 1.441
Br 1.831 -3.234 2.956
H 3.001 -5.043 1.689
H 1.347 -4.726 1.019
C -2.938 -3.529 -0.085
S -1.617 -2.526 0.468
O -0.354 -3.117 0.020
O -1.715 -2.218 1.857
O -1.835 -1.225 -0.382
H -2.849 -4.473 0.451
H -2.845 -3.680 -1.157
H -3.869 -3.031 0.177
C 3.701 0.293 -1.580
Si 2.914 0.451 0.089
C 2.071 2.077 0.376
C 3.937 -0.071 1.539
As -0.577 0.158 -0.191
Si -1.475 1.337 1.796
C -0.469 0.740 3.229
C -3.245 0.799 1.777
C -1.273 3.125 1.346
Si -1.025 0.975 -2.463
C -2.838 1.334 -2.344
C -0.577 -0.487 -3.507
C 0.032 2.473 -2.731
H 4.601 0.918 -1.582
H 3.050 0.647 -2.380
H 4.018 -0.723 -1.816
H 2.832 2.862 0.310
H 1.641 2.134 1.376
H 1.310 2.324 -0.368
H 4.600 0.767 1.785
H 4.559 -0.939 1.324
H 3.337 -0.283 2.425
H -0.563 -0.342 3.340
H -0.846 1.205 4.144
H 0.587 1.004 3.142
H -3.356 -0.250 2.045
H -3.725 0.984 0.815
H -3.774 1.397 2.526
H -0.238 3.449 1.248
H -1.723 3.718 2.148
H -1.810 3.373 0.429
H -3.411 0.457 -2.042
H -3.193 1.636 -3.334
H -3.055 2.156 -1.659
H -1.118 -1.384 -3.202
H 0.495 -0.695 -3.478
H -0.844 -0.279 -4.547
H -0.145 3.254 -1.990
H -0.228 2.892 -3.708
H 1.096 2.237 -2.758
```

HOMO-LUMO gap = 8.9 eV
energy relative to the best compared isomer or geometry (same formula, charge and spin) = 0.0 kJ/mol
net charge = +2
E_LUMO = -0.259 hartree

no.,energy (hartree),maximum force (eV/Å)
1,-5082.2110,1.142
2,-784.5940,5.648
3,-8772.7588,1.976
4,-9252.5233,12.594
5,-633.7809,3.373
6,-9449.7764,0.120